Record 1
DFT (ωB97M-V with the def2-TZVPD basis set) results for a single C5H7NO molecule.

CARTESIAN COORDINATES (ANGSTROEM)
C  -0.123  1.611  -1.017
C  -0.081  0.620  0.085
C  -0.153  -0.856  0.047
N  0.183  -1.530  -1.192
C  0.159  -1.344  1.437
C  0.137  -0.223  2.153
O  0.042  1.028  1.279
H  -0.479  1.117  -1.920
H  -0.788  2.433  -0.736
H  0.867  2.046  -1.211
H  0.288  -2.513  -0.940
H  1.064  -1.220  -1.605
H  -1.191  -1.235  0.388
H  0.086  0.103  3.179

Output
**Energy above the lowest of the compared OMol25 structures with the same formula, charge and spin**: 4.562 eV
**Max |F|**: 1.35 eV/Å
**Calculated total energy**: -324.5568 Eh
**Total charge**: 0
**HOMO-LUMO gap**: 0.298 hartree
**HOMO**: -8.1 eV



Record 2
DFT (ωB97M-V with the def2-TZVPD basis set) results for 2 unconnected molecules or ions with the total composition C5H7NO.

CARTESIAN COORDINATES (ANGSTROEM)
C  -0.060  -1.931  1.250
C  1.379  -0.225  0.089
C  0.218  -0.871  0.217
C  -0.568  2.605  -1.044
O  0.634  2.552  -1.153
C  -0.875  -0.554  -0.673
N  -1.775  -0.316  -1.364
H  -0.742  -1.560  2.022
H  0.874  -2.239  1.726
H  -0.524  -2.809  0.789
H  2.197  -0.444  0.769
H  1.539  0.538  -0.665
H  -1.250  2.226  -1.824
H  -1.048  3.026  -0.139

Output
**Energy above the lowest of the compared OMol25 structures with the same formula, charge and spin**: 1.910 eV
**Max |F|**: 1.14 eV/Å
**Calculated total energy**: -324.6543 Eh
**Total charge**: 0
**HOMO-LUMO gap**: 0.399 hartree
**HOMO**: -10.2 eV
**SMILES**: C=C(C)C#N.C=O



Record 3
DFT (ωB97M-V with the def2-TZVPD basis set) results for a single C5H7NO molecule.

CARTESIAN COORDINATES (ANGSTROEM)
C  1.450  0.953  -0.857
C  0.234  0.161  -0.445
C  -0.679  0.687  0.634
C  -1.250  -0.378  1.551
O  -0.954  -1.547  1.526
C  -0.030  -1.026  -0.947
N  -0.375  -2.090  -1.455
H  1.975  0.466  -1.684
H  2.156  1.061  -0.024
H  1.175  1.962  -1.189
H  -0.059  -2.904  -0.922
H  -0.130  1.390  1.278
H  -1.522  1.276  0.242
H  -1.990  -0.011  2.291

Output
**Energy above the lowest of the compared OMol25 structures with the same formula, charge and spin**: 1.831 eV
**Max |F|**: 0.57 eV/Å
**Calculated total energy**: -324.6572 Eh
**Total charge**: 0
**HOMO-LUMO gap**: 0.345 hartree
**HOMO**: -8.5 eV
**SMILES**: CC(=C=N)CC=O



Record 4
DFT (ωB97M-V with the def2-TZVPD basis set) results for a molecular structure, C5H7NO.

CARTESIAN COORDINATES (ANGSTROEM)
O  -1.631  1.388  1.445
C  -0.905  0.740  0.743
C  -1.322  -0.124  -0.467
N  -0.031  -0.768  -0.676
C  0.976  0.313  -0.637
C  0.608  0.521  0.829
C  0.561  -0.984  1.182
H  -1.645  0.537  -1.291
H  -2.110  -0.845  -0.257
H  0.780  1.143  -1.334
H  1.975  -0.092  -0.804
H  1.121  1.216  1.487
H  1.562  -1.392  0.906
H  0.060  -1.653  -1.127

Output
**Energy above the lowest of the compared OMol25 structures with the same formula, charge and spin**: 4.734 eV
**Max |F|**: 1.02 eV/Å
**Calculated total energy**: -324.5505 Eh
**Total charge**: 0
**HOMO-LUMO gap**: 0.314 hartree
**HOMO**: -7.9 eV



Record 5
DFT (ωB97M-V with the def2-TZVPD basis set) results for a single C5H7NO molecule.

CARTESIAN COORDINATES (ANGSTROEM)
C  -1.963  -0.792  0.157
C  -0.851  0.159  0.305
C  0.378  0.508  0.006
N  -0.602  1.543  -0.421
C  1.732  0.352  -0.089
C  2.208  -0.924  0.345
O  1.487  -1.828  0.765
H  -2.856  -0.482  0.704
H  -2.234  -0.964  -0.892
H  -1.608  -1.741  0.571
H  -0.680  2.409  0.111
H  -0.702  1.686  -1.431
H  2.387  1.146  -0.418
H  3.306  -1.072  0.286

Output
**Energy above the lowest of the compared OMol25 structures with the same formula, charge and spin**: 3.880 eV
**Max |F|**: 0.64 eV/Å
**Calculated total energy**: -324.5819 Eh
**Total charge**: 0
**HOMO-LUMO gap**: 0.284 hartree
**HOMO**: -7.3 eV
**SMILES**: CC1=C(/C=C\[O-])[NH2+]1



Record 6
DFT (ωB97M-V with the def2-TZVPD basis set) results for a single C5H7NO molecule.

CARTESIAN COORDINATES (ANGSTROEM)
O  0.417  1.615  1.751
C  1.113  1.563  0.714
C  0.647  1.112  -0.530
C  -0.440  -0.631  -1.196
C  -0.065  -1.471  -0.017
C  -1.025  -0.374  0.477
N  -0.696  0.655  -0.716
H  2.184  1.841  0.754
H  1.276  1.091  -1.412
H  -1.097  -1.038  -1.973
H  0.943  -1.452  0.385
H  -0.470  -2.483  -0.068
H  -0.706  0.205  1.373
H  -2.080  -0.634  0.458

Output
**Energy above the lowest of the compared OMol25 structures with the same formula, charge and spin**: 5.868 eV
**Max |F|**: 2.51 eV/Å
**Calculated total energy**: -324.5088 Eh
**Total charge**: 0
**HOMO-LUMO gap (spin up / spin down)**: 0.239 / 0.301 hartree
**HOMO (spin up / spin down)**: -7.5 / -8.3 eV



Record 7
DFT (ωB97M-V with the def2-TZVPD basis set) results for a single C5H7NO molecule.

CARTESIAN COORDINATES (ANGSTROEM)
O  -2.408  0.499  -1.201
C  -1.275  0.693  -0.963
C  -1.228  -1.137  0.679
N  -0.346  -0.446  1.271
C  0.987  -0.556  0.711
C  1.208  0.679  -0.178
C  -0.046  1.147  -0.868
H  -2.278  -1.008  0.929
H  -0.989  -1.862  -0.112
H  1.101  -1.484  0.127
H  1.724  -0.568  1.521
H  1.980  0.476  -0.935
H  1.590  1.497  0.442
H  -0.003  2.074  -1.427

Output
**Energy above the lowest of the compared OMol25 structures with the same formula, charge and spin**: 2.325 eV
**Max |F|**: 0.93 eV/Å
**Calculated total energy**: -324.6390 Eh
**Total charge**: 0
**HOMO-LUMO gap**: 0.353 hartree
**HOMO**: -8.7 eV
**SMILES**: C=NCCC=C=O



Record 8
DFT (ωB97M-V with the def2-TZVPD basis set) results for a single C5H7NO molecule.

CARTESIAN COORDINATES (ANGSTROEM)
C  1.043  1.044  -0.231
C  0.301  -0.209  -0.722
C  1.040  -1.391  -0.271
N  1.572  -2.319  0.169
C  -1.220  0.142  1.184
O  -1.754  1.177  1.492
C  -1.163  -0.403  -0.223
H  1.255  1.005  0.841
H  1.999  1.056  -0.752
H  0.515  1.983  -0.430
H  0.309  -0.209  -1.819
H  -1.866  0.090  -0.899
H  -0.656  -0.439  1.946
H  -1.370  -1.478  -0.244

Output
**Energy above the lowest of the compared OMol25 structures with the same formula, charge and spin**: 0.948 eV
**Max |F|**: 1.27 eV/Å
**Calculated total energy**: -324.6896 Eh
**Total charge**: 0
**HOMO-LUMO gap**: 0.400 hartree
**HOMO**: -10.2 eV
**SMILES**: C[C@@H](C#N)CC=O



Record 9
DFT (ωB97M-V with the def2-TZVPD basis set) results for a single C5H7NO molecule.

CARTESIAN COORDINATES (ANGSTROEM)
C  1.773  0.344  0.303
C  0.562  0.189  -0.591
C  -0.119  -1.172  -0.557
C  -1.525  -1.161  -0.659
N  -1.818  0.271  -0.898
C  -0.765  0.335  0.030
O  -0.914  0.657  1.331
H  2.617  -0.233  -0.090
H  1.553  -0.006  1.316
H  2.076  1.394  0.371
H  0.635  0.658  -1.575
H  0.393  -2.032  -0.127
H  -1.740  0.265  1.651
H  -2.729  0.492  -0.505

Output
**Energy above the lowest of the compared OMol25 structures with the same formula, charge and spin**: 4.570 eV
**Max |F|**: 0.54 eV/Å
**Calculated total energy**: -324.5565 Eh
**Total charge**: 0
**HOMO-LUMO gap**: 0.322 hartree
**HOMO**: -8.1 eV



Record 10
DFT (ωB97M-V with the def2-TZVPD basis set) results for a molecular structure, C5H7NO.

CARTESIAN COORDINATES (ANGSTROEM)
O  -1.628  1.401  1.386
C  -0.915  0.720  0.696
C  -1.300  -0.096  -0.549
N  -0.030  -0.733  -0.957
C  0.956  0.371  -0.667
C  0.567  0.433  0.805
C  0.596  -1.112  0.935
H  -1.647  0.561  -1.353
H  -2.073  -0.837  -0.336
H  0.755  1.247  -1.302
H  1.975  0.025  -0.840
H  1.115  1.019  1.539
H  1.639  -1.416  0.732
H  -0.011  -1.585  -0.089

Output
**Energy above the lowest of the compared OMol25 structures with the same formula, charge and spin**: 5.537 eV
**Max |F|**: 0.56 eV/Å
**Calculated total energy**: -324.5210 Eh
**Total charge**: 0
**HOMO-LUMO gap**: 0.318 hartree
**HOMO**: -8.6 eV



Record 11
DFT (ωB97M-V with the def2-TZVPD basis set) results for a single C5H7NO molecule.

CARTESIAN COORDINATES (ANGSTROEM)
C  -1.878  0.635  -0.355
C  -0.453  0.267  -0.087
C  0.587  1.084  0.093
N  1.766  0.363  0.355
C  1.548  -0.998  0.285
O  2.392  -1.863  0.382
C  0.045  -1.151  0.058
H  -1.950  1.613  -0.844
H  -2.463  0.684  0.572
H  -2.363  -0.106  -1.004
H  0.613  2.168  0.072
H  2.692  0.753  0.385
H  -0.401  -1.675  0.914
H  -0.135  -1.775  -0.826

Output
**Energy above the lowest of the compared OMol25 structures with the same formula, charge and spin**: 0.030 eV
**Max |F|**: 0.37 eV/Å
**Calculated total energy**: -324.7234 Eh
**Total charge**: 0
**HOMO-LUMO gap**: 0.339 hartree
**HOMO**: -8.4 eV
**SMILES**: CC1=CNC(=O)C1



Record 12
DFT (ωB97M-V with the def2-TZVPD basis set) results for a single C5H7NO molecule.

CARTESIAN COORDINATES (ANGSTROEM)
O  1.844  1.328  -1.371
C  0.710  1.034  -1.382
C  1.603  -1.052  0.770
N  0.374  -1.280  0.578
C  -0.557  -0.240  0.975
C  -1.377  0.245  -0.224
C  -0.561  0.704  -1.413
H  2.342  -1.793  0.461
H  1.984  -0.126  1.226
H  -0.047  0.611  1.462
H  -1.251  -0.671  1.707
H  -2.029  1.059  0.119
H  -2.031  -0.568  -0.556
H  -1.023  0.753  -2.394

Output
**Energy above the lowest of the compared OMol25 structures with the same formula, charge and spin**: 1.921 eV
**Max |F|**: 0.95 eV/Å
**Calculated total energy**: -324.6539 Eh
**Total charge**: 0
**HOMO-LUMO gap**: 0.357 hartree
**HOMO**: -8.8 eV
**SMILES**: C=NCCC=C=O



Record 13
DFT (ωB97M-V with the def2-TZVPD basis set) results for a molecular structure, C5H7NO.

CARTESIAN COORDINATES (ANGSTROEM)
C  0.525  -2.048  1.091
C  -0.553  -1.546  0.453
C  -0.538  2.323  -1.787
C  1.103  -0.703  1.293
C  -0.126  -0.167  0.656
N  -0.328  1.057  -1.522
O  -0.565  3.229  -0.990
H  0.624  -2.981  1.662
H  -1.385  -1.792  -0.021
H  -0.756  2.521  -2.850
H  1.290  -0.325  2.333
H  2.089  -0.417  0.801
H  -0.860  0.525  1.071
H  -0.521  0.323  -2.190

Output
**Energy above the lowest of the compared OMol25 structures with the same formula, charge and spin**: 5.820 eV
**Max |F|**: 5.09 eV/Å
**Calculated total energy**: -324.5106 Eh
**Total charge**: 0
**HOMO-LUMO gap (spin up / spin down)**: 0.257 / 0.259 hartree
**HOMO (spin up / spin down)**: -8.4 / -8.5 eV



Record 14
DFT (ωB97M-V with the def2-TZVPD basis set) results for a single C5H7NO molecule.

CARTESIAN COORDINATES (ANGSTROEM)
C  2.504  1.382  0.036
C  1.667  0.303  0.032
C  3.086  0.090  0.042
C  -0.779  0.878  0.021
C  -0.043  -1.480  0.053
N  0.278  -0.084  -0.080
O  4.019  -0.656  0.047
H  2.573  2.445  0.021
H  -1.277  0.826  0.995
H  -0.384  1.879  -0.125
H  -1.524  0.672  -0.755
H  -0.611  -1.673  0.972
H  -0.646  -1.809  -0.798
H  0.877  -2.060  0.079

Output
**Energy above the lowest of the compared OMol25 structures with the same formula, charge and spin**: 2.801 eV
**Max |F|**: 4.39 eV/Å
**Calculated total energy**: -324.6215 Eh
**Total charge**: 0
**HOMO-LUMO gap**: 0.354 hartree
**HOMO**: -8.9 eV
**SMILES**: CN(C)c1cc1=O



Record 15
DFT (ωB97M-V with the def2-TZVPD basis set) results for a single C5H7NO molecule.

CARTESIAN COORDINATES (ANGSTROEM)
C  -1.464  0.999  0.482
C  -0.567  -0.233  0.568
C  0.779  -0.064  -0.172
C  1.601  -1.347  -0.107
O  2.126  -1.882  -1.046
C  0.595  0.403  -1.550
N  0.402  0.819  -2.612
H  -0.949  1.900  0.832
H  -2.357  0.859  1.100
H  -1.790  1.176  -0.548
H  -0.337  -0.461  1.616
H  -1.093  -1.103  0.157
H  1.372  0.698  0.358
H  1.682  -1.763  0.920

Output
**Energy above the lowest of the compared OMol25 structures with the same formula, charge and spin**: 0.890 eV
**Max |F|**: 1.16 eV/Å
**Calculated total energy**: -324.6918 Eh
**Total charge**: 0
**HOMO-LUMO gap**: 0.413 hartree
**HOMO**: -10.6 eV
**SMILES**: CC[C@H](C#N)C=O



Record 16
DFT (ωB97M-V with the def2-TZVPD basis set) results for a molecular structure, C5H7NO.

CARTESIAN COORDINATES (ANGSTROEM)
C  -2.028  0.498  -0.557
C  -0.246  -0.029  0.200
C  0.706  0.975  0.208
N  1.868  0.319  0.449
C  1.687  -1.114  0.404
O  2.591  -1.883  0.696
C  0.280  -1.311  0.136
H  -2.442  0.516  -1.577
H  -2.210  1.435  -0.035
H  -2.454  -0.352  -0.030
H  0.635  2.017  -0.073
H  2.743  0.724  0.753
H  -0.213  -2.246  0.363
H  -0.918  0.453  -0.938

Output
**Energy above the lowest of the compared OMol25 structures with the same formula, charge and spin**: 4.894 eV
**Max |F|**: 0.35 eV/Å
**Calculated total energy**: -324.5446 Eh
**Total charge**: 0
**HOMO-LUMO gap (spin up / spin down)**: 0.264 / 0.264 hartree
**HOMO (spin up / spin down)**: -7.1 / -7.1 eV



Record 17
DFT (ωB97M-V with the def2-TZVPD basis set) results for a single C5H7NO molecule.

CARTESIAN COORDINATES (ANGSTROEM)
C  -1.995  0.363  0.297
C  -0.530  0.072  0.148
C  0.479  0.912  0.446
C  1.863  0.457  0.203
N  2.050  -0.773  -0.088
C  -0.294  -1.174  -0.685
O  -0.861  -2.228  -0.493
H  -2.182  1.416  0.515
H  -2.403  -0.276  1.087
H  -2.506  0.078  -0.630
H  0.404  -0.968  -1.508
H  0.306  1.932  0.801
H  2.675  1.195  0.286
H  2.994  -1.004  -0.379

Output
**Energy above the lowest of the compared OMol25 structures with the same formula, charge and spin**: 1.749 eV
**Max |F|**: 1.03 eV/Å
**Calculated total energy**: -324.6602 Eh
**Total charge**: 0
**HOMO-LUMO gap**: 0.352 hartree
**HOMO**: -9.4 eV
**SMILES**: [H]/N=C/C=C(/C)C=O